A molecular structure, C39H36N4O2OsS2Te, computed with ωB97M-V with the def2-TZVPD basis set.

spin multiplicity = 5
highest occupied orbital energy (alpha / beta) = -12.46 / -12.87 eV
gap between HOMO and LUMO (alpha / beta) = 6.32 / 3.55 eV
expectation value of S² = 6.047
charge = +2
E = -3031.6277 Ha

The geometry in XYZ format:
```
85
Properties=species:S:1:pos:R:3:forces:R:3
Os -0.197 -1.224 -1.369 -1.3687 0.9899 -0.8539
C -7.569 -1.444 -3.220 -0.3880 0.0080 -0.0027
C -6.245 -1.610 -2.567 0.4753 -0.0267 0.1526
C -5.393 -0.508 -2.452 -0.1049 -0.3268 0.0068
C -4.175 -0.629 -1.824 0.0708 0.0455 0.1362
C -3.794 -1.857 -1.299 0.4089 0.5486 0.0465
C -4.602 -2.979 -1.418 0.2977 -0.0541 0.3199
C -5.828 -2.839 -2.045 -0.0673 0.2638 -0.1401
S -2.180 -1.846 -0.525 0.3816 0.3619 -0.4115
O -1.726 -3.186 -0.183 -0.4790 -1.3653 0.7132
C -2.488 -0.955 1.023 -1.8549 -0.7587 -0.5086
C -3.748 -1.081 1.613 1.0578 -0.4128 -0.8912
C -4.045 -0.356 2.737 -0.0561 0.6423 0.8593
C -3.114 0.561 3.266 0.2256 0.1390 0.0419
C -3.443 1.391 4.360 -0.4480 -0.6762 -0.5420
C -2.541 2.302 4.850 0.9126 0.5051 0.0262
C -1.273 2.408 4.268 -0.7028 0.4067 0.8531
C -0.915 1.606 3.213 -0.0451 -0.7361 -0.7473
C -1.822 0.664 2.678 -0.2237 0.1377 0.2797
C -1.503 -0.144 1.546 0.6161 0.7755 0.3898
C -0.080 -0.104 1.105 0.1415 -0.0471 -0.7184
C 0.867 -0.800 1.932 0.4765 -0.0282 0.0918
C 0.476 -1.864 2.765 0.0623 -0.0396 0.1038
C 1.407 -2.543 3.507 -0.1547 -0.0404 -0.1035
C 2.760 -2.178 3.474 0.0700 0.1554 -0.1038
C 3.172 -1.145 2.677 -0.0904 -0.1114 0.1674
C 2.248 -0.447 1.875 -0.4361 -0.1997 0.1529
C 2.668 0.577 0.997 -0.3737 0.3403 -0.3633
C 1.786 1.146 0.122 0.4350 0.0084 0.4641
C 0.421 0.800 0.169 -0.2130 -0.1387 -0.3928
S -0.645 1.475 -1.141 1.0785 0.6128 0.3353
O -2.012 1.269 -0.653 -1.3070 0.5108 0.5929
C -0.135 3.209 -1.003 -0.1077 -0.7116 -0.3697
C 0.621 3.679 -2.063 -0.1276 -0.1228 0.0829
C 1.151 4.954 -1.999 0.0133 0.1536 0.1300
C 0.927 5.764 -0.888 -0.0188 -0.3060 -0.2021
C 1.512 7.134 -0.814 0.0178 0.1755 0.0647
C 0.142 5.265 0.154 -0.0886 -0.0843 0.0329
C -0.397 3.992 0.107 0.0716 0.1056 0.0646
H -7.556 -0.614 -3.923 -0.0265 -0.0187 -0.0643
H -8.320 -1.214 -2.460 -0.0498 -0.0170 -0.0375
H -7.888 -2.347 -3.733 -0.0163 -0.0457 -0.0517
H -5.680 0.442 -2.869 -0.1027 0.1612 -0.0687
H -3.523 0.222 -1.711 0.0452 0.1285 -0.0923
H -4.282 -3.931 -1.021 0.0568 -0.0968 0.0064
H -6.473 -3.698 -2.142 -0.0599 -0.1257 -0.0184
H -4.468 -1.761 1.184 -0.1221 -0.0055 -0.0823
H -5.005 -0.469 3.214 -0.1709 0.0263 0.0785
H -4.429 1.311 4.792 -0.1065 -0.0198 0.0954
H -2.808 2.942 5.677 -0.0190 0.0387 0.0697
H -0.573 3.131 4.655 0.1010 0.0753 0.0473
H 0.068 1.709 2.780 0.0948 0.0059 -0.0444
H -0.557 -2.182 2.777 -0.0835 -0.0512 0.0386
H 1.103 -3.390 4.101 -0.0720 -0.0656 0.1135
H 3.475 -2.723 4.069 0.0833 -0.0596 0.0779
H 4.214 -0.867 2.645 0.1207 0.0705 -0.0345
H 3.697 0.902 1.026 0.1582 0.0140 -0.0556
H 2.101 1.918 -0.567 0.0699 0.0057 -0.0564
H 0.790 3.050 -2.925 0.0346 -0.0449 -0.1296
H 1.744 5.323 -2.820 0.0725 0.0891 -0.1102
H 2.094 7.364 -1.701 0.0530 0.0368 -0.0318
H 2.155 7.227 0.060 0.0623 0.0364 0.0359
H 0.726 7.881 -0.717 -0.0475 0.0682 0.0010
H -0.045 5.888 1.014 -0.0470 0.0972 0.1135
H -1.010 3.616 0.913 -0.0864 -0.0447 0.1031
C 5.598 -2.188 -3.156 0.2270 -0.0588 0.1889
C 5.980 -2.682 -1.765 -0.2515 -0.0180 0.1109
C 5.745 -4.183 -1.644 0.1320 0.1717 0.0159
C 5.240 -1.905 -0.653 1.3186 -0.3570 -0.1698
N 3.819 -1.901 -0.837 -1.0806 0.7941 -0.9437
C 3.068 -1.143 -1.655 -0.4246 -0.2515 0.1406
N 1.809 -1.513 -1.475 1.6425 0.1609 -0.2879
N 1.833 -2.489 -0.558 -0.2007 -0.6687 0.3241
N 3.012 -2.717 -0.181 0.5793 -0.8353 0.8030
H 6.289 -2.606 -3.883 0.0099 -0.0120 -0.1433
H 5.658 -1.104 -3.229 0.0151 0.1654 -0.0942
H 4.598 -2.518 -3.433 -0.0862 0.0024 -0.0542
H 7.043 -2.484 -1.599 -0.0515 0.0656 0.0415
H 4.703 -4.437 -1.832 -0.1238 -0.0591 -0.0120
H 6.018 -4.546 -0.657 0.0156 -0.0943 0.0853
H 6.356 -4.700 -2.378 -0.0062 -0.1276 -0.0518
H 5.597 -0.872 -0.633 -0.1738 -0.0213 0.0932
H 5.425 -2.384 0.309 -0.0448 0.1767 -0.0065
H 3.421 -0.390 -2.328 0.1080 0.1271 -0.0613
Te -1.053 -1.427 -3.709 0.2967 -0.1189 0.3605
```
Positions in Å, forces in eV/Å.

The computed Mulliken charges, all in e, follow:
1 Os 0.924
2 C -1.531
3 C 0.998
4 C -1.033
5 C -0.165
6 C -0.365
7 C -0.257
8 C -0.796
9 S 1.779
10 O -0.763
11 C 0.826
12 C -1.224
13 C -1.031
14 C 0.736
15 C -0.884
16 C -0.768
17 C -1.023
18 C -0.429
19 C 0.854
20 C -0.386
21 C -0.098
22 C 1.070
23 C -1.145
24 C -0.838
25 C -0.909
26 C -0.658
27 C 0.664
28 C -1.212
29 C -1.441
30 C 1.139
31 S 0.803
32 O -0.591
33 C -0.060
34 C -0.398
35 C -0.786
36 C 0.853
37 C -1.476
38 C -0.839
39 C -0.301
40 H 0.389
41 H 0.294
42 H 0.407
43 H 0.441
44 H 0.382
45 H 0.565
46 H 0.445
47 H 0.700
48 H 0.477
49 H 0.532
50 H 0.449
51 H 0.522
52 H 0.516
53 H 0.530
54 H 0.497
55 H 0.443
56 H 0.559
57 H 0.547
58 H 0.720
59 H 0.525
60 H 0.356
61 H 0.362
62 H 0.340
63 H 0.364
64 H 0.436
65 H 0.601
66 C -1.493
67 C 0.638
68 C -1.459
69 C -1.262
70 N 1.256
71 C -0.688
72 N 0.328
73 N -0.018
74 N -0.816
75 H 0.440
76 H 0.327
77 H 0.352
78 H 0.346
79 H 0.313
80 H 0.388
81 H 0.437
82 H 0.409
83 H 0.432
84 H 0.519
85 Te -0.091



C5H5NO in the gas phase, computed with ωB97M-V with the def2-TZVPD basis set.

highest occupied orbital energy = -10.29 eV
gap between HOMO and LUMO = 10.98 eV
charge = 0
E = -323.4487 Ha

The geometry in XYZ format:
```
12
Properties=species:S:1:pos:R:3:forces:R:3
N -0.268 0.562 -2.689 0.1758 -0.4095 0.8751
C -0.153 0.006 -1.681 -0.0353 0.3188 -0.6909
C -0.114 -0.749 -0.443 0.1396 -0.3548 -0.3946
C -1.209 -0.392 0.525 -0.1696 -0.0594 0.0233
C 0.200 -0.058 0.887 0.2385 -0.2229 -0.2263
C 1.092 1.069 0.521 0.3573 0.0424 -0.1336
O 2.281 0.862 0.496 -0.2191 0.5487 0.3709
H 0.416 -1.689 -0.543 -0.6958 -0.2835 -0.0242
H -1.902 0.360 0.156 0.1892 -0.0756 0.1742
H -1.657 -1.201 1.092 0.0196 0.1956 -0.0036
H 0.660 -0.756 1.581 0.0486 0.1843 -0.1154
H 0.654 1.987 0.097 -0.0487 0.1160 0.1450
```
Positions in Å, forces in eV/Å.

The computed Mulliken charges, all in e, follow:
1 N -0.429
2 C 0.086
3 C 0.036
4 C -0.660
5 C 0.014
6 C -0.194
7 O -0.470
8 H 0.369
9 H 0.273
10 H 0.255
11 H 0.302
12 H 0.418



Taking the records one at a time from the top gives ΔE to the lowest compared entry with this formula, charge and spin values of 238.6, 186.3 kJ/mol.